ORCA calculation (ωB97M-V/def2-TZVPD) on 2 unconnected molecules or ions with the total composition C2H8S2.

Computed properties:
HOMO-LUMO gap   9.8 eV
Structure (SMILES)   CS.CS
HOMO level   -9.0143 eV
Net charge   0
Lowest unoccupied orbital energy   0.77 eV

Last column: Mulliken charge in e.
Element x y z (Å)
S (5.657, 0.150, 0.354)  -0.1894
C (3.983, -0.230, 0.935)  -0.6747
H (5.294, 0.794, -0.776)  0.1112
H (3.668, -1.235, 0.606)  0.2674
H (3.275, 0.511, 0.527)  0.2497
H (3.938, -0.191, 2.036)  0.2361
S (-3.044, 0.648, -0.827)  -0.1811
C (-4.515, -0.361, -0.413)  -0.6985
H (-3.757, 1.524, -1.566)  0.1143
H (-4.744, -1.226, -1.058)  0.2802
H (-5.370, 0.335, -0.440)  0.2495
H (-4.385, -0.720, 0.622)  0.2355

---

ORCA calculation (ωB97M-V/def2-TZVPD) on 4 unconnected molecules or ions with the total composition C16H34BCl7N3O2S.

Computed properties:
HOMO-LUMO gap   6.6 eV
HOMO level   -4.1864 eV
Net charge   -1
Lowest unoccupied orbital energy   2.45 eV

Last column: Mulliken charge in e.
Element x y z (Å)
C (-0.102, 1.785, -4.127)  -1.0051
C (0.589, 1.117, -2.758)  0.3651
Cl (0.812, -0.684, -3.131)  -0.2343
C (-0.445, 1.453, -1.531)  -0.6744
B (-0.168, 0.624, -0.138)  0.5623
C (-1.585, -0.111, 0.350)  0.0770
C (-2.163, -1.110, -0.826)  0.5967
C (-3.032, -2.395, -0.240)  -0.6730
C (-2.906, -3.584, -1.407)  -0.5009
N (-3.555, -3.008, -2.679)  -0.2870
C (-2.514, -2.960, -3.780)  0.3230
N (-2.084, -1.752, -4.298)  -0.5895
N (-1.881, -4.227, -4.366)  -0.6345
O (-0.070, 1.712, 0.899)  -0.6707
C (0.649, 1.097, 2.059)  0.3209
C (1.871, 0.346, 1.261)  -0.1028
S (2.645, -1.204, 1.973)  -0.3028
O (1.110, -0.084, 0.070)  -0.4944
H (-0.055, 2.954, -4.138)  0.2940
H (-1.231, 1.397, -4.105)  0.2109
H (0.402, 1.259, -5.043)  0.2973
H (1.608, 1.706, -2.603)  0.2468
H (-0.290, 2.606, -1.267)  0.2108
H (-1.547, 1.374, -1.941)  0.1351
H (-2.369, 0.781, 0.469)  -0.5562
H (-1.431, -0.657, 1.396)  -0.0521
H (-2.829, -0.434, -1.545)  0.0495
H (-1.230, -1.569, -1.366)  -0.1468
H (-2.651, -2.767, 0.807)  0.3097
H (-4.158, -2.052, -0.243)  0.1792
H (-3.466, -4.550, -1.055)  0.2752
H (-1.772, -3.787, -1.693)  0.2576
H (-4.333, -3.655, -2.980)  0.3042
H (-2.569, -0.944, -3.845)  0.2629
H (-1.462, -4.816, -3.590)  0.2889
H (-1.096, -3.872, -4.990)  0.3247
H (1.125, 1.850, 2.853)  -0.4383
H (0.085, 0.305, 2.709)  0.1912
H (2.766, 0.996, 0.881)  0.2568
H (3.405, -1.770, 0.902)  0.0240
Cl (3.098, 1.784, 4.511)  -0.1398
C (2.611, 3.163, 5.528)  -0.4471
C (3.669, 4.253, 5.563)  -0.4212
Cl (5.135, 3.741, 6.435)  -0.1982
H (2.389, 2.784, 6.530)  0.3433
H (1.683, 3.558, 5.102)  0.2340
H (3.281, 5.132, 6.086)  0.2997
H (3.964, 4.561, 4.555)  0.3213
Cl (4.047, -1.947, -2.175)  -0.0481
C (5.648, -2.727, -2.135)  -0.5108
C (5.968, -3.314, -0.770)  -0.4847
Cl (6.218, -2.053, 0.463)  -0.1673
H (6.393, -1.987, -2.441)  0.2917
H (5.631, -3.522, -2.887)  0.2844
H (6.894, -3.893, -0.822)  0.3406
H (5.171, -3.977, -0.420)  0.3172
Cl (-4.615, 1.047, 1.464)  -0.0784
C (-5.102, 2.426, 2.481)  -0.5251
C (-4.044, 3.516, 2.516)  -0.5366
Cl (-2.577, 3.003, 3.388)  -0.1487
H (-5.323, 2.046, 3.483)  0.3041
H (-6.029, 2.821, 2.055)  0.2921
H (-4.432, 4.395, 3.039)  0.3715
H (-3.749, 3.824, 1.508)  0.3051

---

ORCA calculation (ωB97M-V/def2-TZVPD) on C25H26N2O5 in the gas phase.

Computed properties:
HOMO-LUMO gap   8.0 eV
Structure (SMILES)   CCCc1cc(=O)oc2cc(OCC(=O)NCCc3c[nH]c4ccc(OC)cc34)ccc12
HOMO level   -7.7515 eV
Net charge   0
Lowest unoccupied orbital energy   0.22 eV

Last column: Mulliken charge in e.
Element x y z (Å)
C (-2.899, -2.107, -2.300)  -1.0086
C (-1.790, -2.980, -1.730)  -0.1431
H (-1.754, -3.924, -2.280)  0.3706
H (-0.829, -2.479, -1.863)  0.2549
C (-2.009, -3.294, -0.242)  -1.6214
C (-1.769, -2.102, 0.633)  1.2522
C (-2.798, -1.393, 1.149)  -0.3151
C (-2.611, -0.237, 1.996)  -0.0426
O (-3.503, 0.435, 2.462)  -0.6632
O (-1.324, 0.110, 2.300)  -0.4380
C (-0.271, -0.576, 1.810)  0.0158
C (0.991, -0.147, 2.198)  -0.4388
C (2.125, -0.810, 1.750)  0.5922
C (1.986, -1.903, 0.889)  -1.3711
C (0.733, -2.326, 0.512)  -0.6971
C (-0.427, -1.686, 0.959)  1.2048
H (0.654, -3.178, -0.143)  0.3598
H (2.849, -2.428, 0.512)  0.4298
O (3.318, -0.327, 2.197)  -0.5739
C (4.504, -0.877, 1.659)  -0.5003
H (4.597, -1.946, 1.878)  0.3828
H (5.321, -0.348, 2.157)  0.3498
C (4.607, -0.656, 0.139)  0.5833
O (5.141, -1.451, -0.603)  -0.6722
N (4.057, 0.509, -0.236)  0.0872
H (3.586, 1.060, 0.470)  0.2375
C (3.747, 0.866, -1.599)  -1.3672
H (4.154, 0.082, -2.240)  0.4808
H (4.234, 1.814, -1.848)  0.3078
C (2.231, 0.987, -1.781)  0.1012
C (1.608, 1.969, -0.836)  0.6461
C (2.213, 2.976, -0.137)  -0.8929
N (1.292, 3.643, 0.626)  0.0391
C (0.061, 3.087, 0.419)  -1.3254
C (-1.181, 3.422, 0.935)  -1.4385
C (-2.277, 2.703, 0.513)  -0.2809
C (-2.142, 1.649, -0.403)  0.0130
C (-0.898, 1.295, -0.901)  0.2963
C (0.219, 2.022, -0.497)  1.0922
H (-0.819, 0.479, -1.601)  0.5194
O (-3.198, 0.908, -0.864)  -0.3856
C (-4.505, 1.276, -0.485)  -0.9902
H (-5.163, 0.582, -1.006)  0.2556
H (-4.738, 2.298, -0.800)  0.3414
H (-4.653, 1.180, 0.595)  0.3918
H (-3.246, 2.949, 0.913)  0.4320
H (-1.293, 4.229, 1.644)  0.3847
H (1.486, 4.431, 1.219)  0.1804
H (3.239, 3.292, -0.130)  0.4364
H (1.770, 0.009, -1.618)  0.0321
H (2.022, 1.281, -2.813)  0.4675
H (1.084, 0.700, 2.856)  0.5296
H (-3.825, -1.657, 0.948)  0.3571
H (-1.342, -4.104, 0.061)  0.5120
H (-3.037, -3.636, -0.106)  0.4450
H (-2.717, -1.908, -3.354)  0.4084
H (-3.861, -2.607, -2.209)  0.3915
H (-2.951, -1.157, -1.775)  -0.0159

---

ORCA calculation (ωB97M-V/def2-TZVPD) on a molecular structure, C25H22AgClN2O2S2.

Computed properties:
HOMO-LUMO gap   5.6 eV
HOMO level   -6.8975 eV
Net charge   0
Lowest unoccupied orbital energy   -1.31 eV

Last column: Mulliken charge in e.
Element x y z (Å)
Ag (0.487, -2.269, -2.542)  0.1765
S (-0.539, -2.711, -0.363)  -0.1418
C (-0.473, -1.253, 0.457)  0.4180
N (-0.393, -1.233, 1.797)  0.1812
C (-0.533, 0.028, 2.485)  -0.7290
C (-1.650, 0.812, 1.813)  -0.7055
N (-1.277, 1.007, 0.431)  0.0952
C (-1.485, 2.332, -0.120)  -1.6227
C (-0.552, 3.330, 0.522)  0.8606
C (-1.036, 4.386, 1.282)  -0.3188
C (-0.162, 5.285, 1.871)  -0.5817
C (1.204, 5.126, 1.715)  -0.4025
C (1.694, 4.069, 0.967)  -0.8031
C (0.822, 3.176, 0.373)  -0.1045
C (-0.618, 0.035, -0.227)  0.4825
S (0.045, 0.315, -1.735)  -0.3237
C (-0.249, -2.422, 2.612)  -1.7160
C (-1.558, -2.765, 3.274)  0.9233
C (-1.730, -2.661, 4.646)  -0.2884
C (-2.960, -2.939, 5.220)  -0.6083
C (-4.030, -3.309, 4.424)  -0.4025
C (-3.862, -3.424, 3.053)  -0.8129
C (-2.632, -3.155, 2.482)  -0.0727
H (0.400, 0.602, 2.417)  0.3731
H (-0.768, -0.162, 3.532)  0.4270
H (-1.771, 1.790, 2.282)  0.4333
H (-2.597, 0.261, 1.887)  0.3610
H (-2.526, 2.615, 0.058)  0.4259
H (-1.300, 2.280, -1.197)  0.4883
H (-2.103, 4.513, 1.403)  0.3722
H (-0.551, 6.111, 2.448)  0.3802
H (1.886, 5.826, 2.171)  0.3855
H (2.758, 3.942, 0.835)  0.4108
H (1.205, 2.359, -0.221)  0.3491
H (0.527, -2.225, 3.358)  0.4441
H (0.069, -3.236, 1.957)  0.5267
H (-0.899, -2.371, 5.275)  0.3935
H (-3.081, -2.867, 6.291)  0.3788
H (-4.992, -3.515, 4.870)  0.3875
H (-4.687, -3.729, 2.426)  0.4122
H (-2.495, -3.251, 1.417)  0.2952
Cl (5.153, 0.854, -7.422)  -0.2553
C (3.906, 0.027, -6.547)  0.2826
C (2.679, -0.219, -7.180)  -0.5036
C (1.696, -0.878, -6.506)  -0.5581
C (1.875, -1.379, -5.176)  0.4677
O (0.936, -2.050, -4.648)  -0.7948
C (3.134, -1.080, -4.543)  0.7563
C (3.424, -1.410, -3.188)  -0.1948
O (2.780, -2.109, -2.400)  -0.6041
C (4.122, -0.374, -5.262)  -0.7800
H (2.533, 0.116, -8.197)  0.3905
H (0.746, -1.070, -6.982)  0.4078
H (4.359, -0.956, -2.801)  0.2924
H (5.073, -0.178, -4.791)  0.3457

---

no.,E_tot (eV)
1,-23873.6588
2,-124875.6142
3,-39565.8282
4,-71549.5266